# 1
157
Properties=species:S:1:pos:R:3:mulliken_charge:R:1 method="wB97M-V/def2-TZVPD" charge=-2 spin_multiplicity=2
O -2.866 -2.628 1.024 -1.066
C -2.101 -2.147 0.216 0.895
O -1.656 -0.959 0.274 -0.837
B -0.683 -0.720 -0.854 1.630
O -0.968 -1.809 -1.785 -0.350
C -1.696 -2.748 -1.116 -0.100
O -2.086 -3.870 -1.515 -0.989
O 0.692 -0.601 -0.349 -0.552
C 1.215 0.564 -0.735 0.766
O 2.426 0.962 -0.625 -0.494
C 0.133 1.333 -1.602 0.607
O -0.887 0.569 -1.613 -0.566
O 0.214 2.512 -1.959 -0.841
C 0.976 -0.667 2.934 -0.228
C 2.105 -1.314 3.795 0.377
C 1.557 -2.422 4.725 -0.259
O 0.708 -1.832 5.730 -0.362
C -0.461 -2.596 5.931 -0.684
N 3.169 -1.788 2.959 -0.802
H 0.055 -0.499 3.492 0.351
H 0.639 -1.331 2.138 -0.158
H 1.277 0.276 2.477 -0.153
H 2.456 -0.630 4.568 0.232
H 2.322 -2.953 5.291 0.344
H 0.997 -3.149 4.136 -0.180
H -1.090 -2.575 5.041 0.231
H -1.126 -2.087 6.628 0.308
H -0.385 -3.660 6.156 0.300
H 2.934 -2.725 2.664 0.299
H 3.205 -1.266 2.095 0.376
C 0.502 6.755 0.906 -1.731
C -0.086 5.330 0.866 1.894
C -1.149 5.099 2.019 -1.350
O -1.421 3.688 2.139 0.004
C -0.808 2.960 3.219 -0.728
N -0.782 5.291 -0.397 -0.801
H -0.357 7.426 0.929 0.393
H 1.029 6.966 -0.025 0.360
H 1.227 6.987 1.687 0.339
H 0.735 4.636 1.046 -0.625
H -2.022 5.716 1.808 0.350
H -0.738 5.508 2.942 0.510
H -0.802 3.607 4.096 0.460
H 0.219 2.686 2.979 0.159
H -1.311 2.019 3.443 0.186
H -0.279 4.646 -0.990 0.323
H -1.633 4.811 -0.141 0.273
C -7.715 0.106 1.110 -1.526
C -6.643 1.259 1.220 0.325
C -5.478 1.137 0.282 -0.084
O -4.607 2.237 0.457 -0.494
C -3.409 2.193 -0.372 -0.007
N -7.392 2.459 0.921 -0.810
H -8.578 0.246 1.761 0.412
H -7.227 -0.803 1.464 0.341
H -8.044 -0.039 0.081 0.388
H -6.267 1.457 2.223 0.332
H -5.786 1.051 -0.760 0.207
H -4.855 0.283 0.547 0.079
H -2.649 1.612 0.151 0.026
H -2.930 3.170 -0.431 -0.208
H -3.647 1.805 -1.362 0.437
H -7.896 2.249 0.071 0.271
H -6.706 3.183 0.757 0.317
C -1.951 -7.440 3.096 -1.729
C -1.912 -6.082 2.477 1.098
C -1.327 -6.038 1.025 0.413
O 0.045 -5.667 1.009 -0.506
C 0.459 -4.503 1.677 -0.760
N -3.207 -5.441 2.408 -0.856
H -2.206 -8.203 2.361 0.293
H -2.548 -7.427 4.008 0.373
H -0.942 -7.780 3.331 0.403
H -1.314 -5.400 3.081 0.044
H -1.800 -5.272 0.409 -0.586
H -1.509 -6.988 0.524 0.301
H -0.359 -3.785 1.741 0.347
H 1.298 -4.040 1.157 0.132
H 0.797 -4.714 2.692 0.432
H -2.993 -4.573 1.938 0.329
H -3.641 -5.928 1.637 0.425
C -6.721 -6.048 -0.929 -1.640
C -5.438 -5.355 -1.210 0.613
C -5.529 -3.885 -0.992 0.052
O -6.249 -3.353 -2.080 -0.411
C -6.481 -1.942 -2.001 -0.576
N -4.489 -5.853 -0.293 -0.645
H -7.224 -5.785 0.001 0.290
H -6.627 -7.134 -0.946 0.409
H -7.459 -5.874 -1.712 0.374
H -5.058 -5.573 -2.208 0.361
H -4.555 -3.396 -0.997 -0.405
H -5.839 -3.638 0.024 0.216
H -6.822 -1.513 -1.059 0.123
H -7.157 -1.666 -2.811 0.374
H -5.535 -1.459 -2.245 0.211
H -4.250 -6.753 -0.684 0.207
H -3.662 -5.286 -0.413 0.260
C 7.744 2.845 4.133 -1.388
C 6.410 3.620 3.778 0.405
C 5.381 2.749 3.002 -0.635
O 4.371 3.626 2.470 -0.315
C 3.821 3.136 1.293 -0.644
N 5.809 4.162 5.080 -0.759
H 7.565 2.053 4.860 0.302
H 8.457 3.554 4.553 0.346
H 8.121 2.319 3.256 0.394
H 6.764 4.379 3.080 0.278
H 4.806 2.010 3.560 0.282
H 6.012 2.174 2.324 0.292
H 3.272 2.197 1.362 0.271
H 4.597 2.869 0.575 0.416
H 3.036 3.800 0.929 0.094
H 5.070 4.826 4.901 0.318
H 5.367 3.378 5.539 0.281
C 2.945 -3.914 -4.032 -1.433
C 1.625 -3.437 -3.461 1.313
C 1.024 -2.252 -4.295 -0.871
O 1.776 -1.171 -4.212 -0.151
C 1.451 -0.063 -5.005 -0.822
N 0.652 -4.535 -3.302 -0.804
H 2.974 -4.184 -5.087 0.348
H 3.485 -4.642 -3.427 0.396
H 3.544 -3.008 -4.119 0.232
H 1.757 -3.103 -2.432 -0.140
H 0.007 -1.987 -4.006 0.199
H 0.931 -2.607 -5.321 0.373
H 2.280 0.620 -4.823 0.267
H 0.509 0.382 -4.683 0.220
H 1.336 -0.372 -6.044 0.372
H 1.005 -5.244 -2.675 0.326
H -0.181 -4.405 -2.747 0.168
C 2.938 4.594 -2.304 -0.641
C 2.363 4.870 -3.728 0.414
C 3.438 5.389 -4.763 -0.887
O 3.943 6.717 -4.401 -0.288
C 4.288 7.581 -5.493 -0.815
N 1.823 3.653 -4.271 -0.730
H 3.494 5.468 -1.964 0.480
H 3.624 3.756 -2.424 0.036
H 2.273 4.267 -1.505 0.007
H 1.524 5.563 -3.787 0.379
H 2.915 5.399 -5.719 0.453
H 4.331 4.764 -4.749 0.264
H 5.169 7.084 -5.899 0.323
H 4.633 8.519 -5.059 0.251
H 3.580 7.852 -6.276 0.288
H 2.501 2.905 -4.239 0.215
H 1.080 3.271 -3.705 0.294
C 4.958 1.046 -3.262 0.845
O 4.525 1.908 -4.062 -0.713
N 4.312 -0.018 -2.923 0.139
N 6.110 1.099 -2.654 -0.431
H 4.650 -0.805 -2.388 0.201
H 3.348 -0.023 -3.224 -0.501
H 6.352 0.372 -1.996 0.149
H 6.736 1.804 -3.015 0.257

---

# 2
73
Properties=species:S:1:pos:R:3:mulliken_charge:R:1 method="wB97M-V/def2-TZVPD" spin_multiplicity=5
Ru -0.122 0.000 0.418 -1.856
P -0.353 -2.304 -0.250 1.481
C 0.630 -3.089 -1.626 1.019
C -0.036 -3.482 1.147 0.400
C -2.088 -2.634 -0.891 0.498
C 2.018 -2.469 -1.804 -1.495
H 0.020 -2.834 -2.510 0.495
C 0.754 -4.620 -1.563 -1.792
H 1.527 -4.935 -0.852 0.303
H 1.064 -4.972 -2.555 0.485
H -0.178 -5.138 -1.324 0.346
H 1.960 -1.503 -2.317 0.302
H 2.640 -3.134 -2.418 0.475
H 2.529 -2.320 -0.843 0.270
H -2.068 -2.083 -1.847 0.492
C -3.186 -2.029 -0.021 -1.154
C -2.457 -4.092 -1.178 -1.853
H -1.986 -4.482 -2.084 0.332
H -3.546 -4.143 -1.330 0.504
H -2.220 -4.740 -0.324 0.323
H -2.790 -1.300 0.679 -0.261
H -3.729 -2.792 0.553 0.367
H -3.928 -1.514 -0.649 0.406
C 1.398 -3.386 1.666 -1.079
H -0.177 -4.475 0.695 0.485
C -1.052 -3.331 2.278 -1.491
H 2.148 -3.768 0.968 0.217
H 1.486 -3.947 2.605 0.502
H 1.641 -2.341 1.894 -0.081
H -1.245 -2.282 2.535 0.197
H -0.658 -3.828 3.174 0.510
H -2.005 -3.812 2.029 0.217
Cl 1.165 -0.155 2.328 -0.740
H 1.097 -0.349 -0.476 0.517
H -0.680 -0.436 -1.028 -0.209
P 0.330 2.399 -0.143 0.407
C -0.834 3.228 -1.349 0.656
C 0.334 3.530 1.375 0.393
C 1.977 2.634 -0.978 0.912
C -2.226 2.598 -1.389 -1.154
H -0.331 3.022 -2.312 0.518
C -0.958 4.742 -1.148 -1.821
H -1.605 4.971 -0.291 0.306
H -1.430 5.158 -2.049 0.488
H 0.004 5.248 -1.016 0.344
H -2.226 1.638 -1.916 0.216
H -2.922 3.267 -1.910 0.514
H -2.617 2.446 -0.374 -0.010
H 1.784 2.148 -1.953 0.461
C 3.118 1.864 -0.293 -1.353
C 2.342 4.104 -1.241 -1.662
H 1.715 4.543 -2.028 0.314
H 3.382 4.143 -1.591 0.498
H 2.269 4.718 -0.329 0.289
H 2.758 1.128 0.442 0.214
H 3.818 2.557 0.194 0.458
H 3.687 1.319 -1.061 0.369
C -0.960 3.524 2.186 -1.424
H 0.466 4.544 0.963 0.659
C 1.493 3.209 2.318 -1.145
H -1.812 4.008 1.700 0.152
H -0.781 4.077 3.128 0.537
H -1.257 2.505 2.455 0.182
H 1.490 2.129 2.527 -0.017
H 1.335 3.730 3.274 0.481
H 2.469 3.501 1.915 0.183
C -3.863 1.430 1.944 -1.251
C -2.623 0.566 1.939 0.461
O -2.421 -0.341 2.745 -0.651
O -1.811 0.909 0.950 0.485
H -4.205 1.576 2.975 0.379
H -4.665 0.912 1.409 0.286
H -3.649 2.409 1.506 0.198

---

# 3
20
Properties=species:S:1:pos:R:3:nbo_charge:R:1 method="wB97M-V/def2-TZVPD" smiles="COO[C@@]1([N+](=O)[O-])N=CC=C[C@@H]1Cl"
C 2.342 1.296 0.940 -0.292
O 1.895 0.362 -0.007 -0.261
O 1.183 -0.699 0.551 -0.258
C -0.383 -0.521 0.496 0.416
N -0.770 -0.952 1.880 0.515
O -0.917 -2.162 1.961 -0.380
O -1.048 -0.144 2.709 -0.306
N -0.760 0.876 0.364 -0.417
C -0.818 1.317 -0.824 0.146
C -0.631 0.485 -2.014 -0.259
C -0.766 -0.878 -1.893 -0.097
C -0.926 -1.464 -0.571 -0.265
Cl -2.721 -1.775 -0.474 -0.029
H 2.505 2.355 0.417 0.207
H 3.230 0.982 1.468 0.182
H 1.610 1.518 1.888 0.206
H -1.059 2.279 -0.862 0.190
H -0.604 1.068 -2.901 0.224
H -0.902 -1.521 -2.615 0.209
H -0.458 -2.423 -0.514 0.271

---

For reference, energy by record: -90246.27374 -59277.01275 -30019.69119 eV.
For reference, maximum force by record: 6.3 3.2 6.5 eV/A.